{
  "formula": "C36H92B2N12O12Pb",
  "method": "ωB97M-V/def2-TZVPD",
  "orbital_gap_ev": 0.8648,
  "molar_mass_da": 1114.028,
  "max_force_ev_per_a": 3.64,
  "spin_multiplicity": 1,
  "elements": ["Pb", "O", "O", "O", "O", "O", "O", "O", "O", "O", "O", "O", "O", "N", "N", "N", "N", "N", "N", "N", "N", "N", "N", "N", "N", "C", "C", "C", "C", "C", "C", "C", "C", "C", "C", "C", "C", "C", "C", "C", "C", "C", "C", "C", "C", "C", "C", "C", "C", "C", "C", "C", "C", "C", "C", "C", "C", "C", "C", "C", "C", "B", "B", "H", "H", "H", "H", "H", "H", "H", "H", "H", "H", "H", "H", "H", "H", "H", "H", "H", "H", "H", "H", "H", "H", "H", "H", "H", "H", "H", "H", "H", "H", "H", "H", "H", "H", "H", "H", "H", "H", "H", "H", "H", "H", "H", "H", "H", "H", "H", "H", "H", "H", "H", "H", "H", "H", "H", "H", "H", "H", "H", "H", "H", "H", "H", "H", "H", "H", "H", "H", "H", "H", "H", "H", "H", "H", "H", "H", "H", "H", "H", "H", "H", "H", "H", "H", "H", "H", "H", "H", "H", "H", "H", "H"],
  "coordinates": [[-0.388495, -0.365765, -0.188136], [6.786026, -4.221836, 0.705387], [3.440996, 3.422812, -0.247559], [3.183651, -4.031364, -1.847268], [-0.662787, -2.347706, -2.128003], [-1.635135, -4.433529, -5.750503], [-0.519647, -2.535542, 1.026490], [0.359787, 1.246313, -2.684565], [-3.818346, -1.880632, -0.433581], [-5.031164, 4.978001, 1.771809], [4.302408, 1.950640, 6.995264], [-2.407348, 1.389339, -0.698563], [-0.537668, -1.764519, 5.688719], [-1.285991, -4.361767, 2.159945], [4.864432, -3.273715, 1.542010], [-3.115590, 1.500526, -2.946192], [1.862876, 2.325174, -3.941448], [3.077660, 2.017591, 5.081368], [-0.486763, -2.417715, -5.896338], [-5.903589, -0.918336, -0.040664], [-1.762715, -0.652467, 7.181754], [5.459296, -3.665789, -1.965040], [-2.778278, 5.245051, 1.996631], [2.174101, 4.915425, -1.389023], [-1.023921, -4.592810, -1.958150], [5.432963, -1.969611, 1.854108], [0.887167, 5.366731, -1.827049], [-2.894257, 6.561339, 1.476724], [0.710571, -2.914373, -5.259748], [-4.942580, -1.883547, 0.015373], [3.380670, 1.607988, 6.341191], [-1.561904, -3.261666, -6.034716], [-2.576756, 0.464558, 7.623226], [-0.723348, -1.039981, -6.191644], [1.947584, 1.516444, 4.367477], [-2.296132, -4.580954, -2.684545], [-5.632726, 0.322962, -0.842103], [-0.397804, -3.366228, 1.968397], [-1.251879, -0.831356, 5.932800], [-1.100757, -5.443948, 3.107947], [-2.366931, -4.480351, 1.180536], [6.473680, -2.690420, -1.786720], [5.617660, -4.309846, 1.019681], [0.807127, 2.394559, -4.958647], [4.144175, -3.317584, -1.646565], [-0.307303, -3.504087, -1.866736], [-3.113052, 0.053350, -3.158916], [5.802506, -5.035115, -2.218341], [1.505602, 1.657977, -2.820402], [3.139712, 3.013820, -4.122090], [3.763327, 3.186358, 4.519128], [-1.590157, 4.887622, 2.684955], [-1.617395, -1.795058, 8.070751], [3.416631, 5.608389, -1.792853], [-0.490567, -5.958528, -1.703610], [-3.994054, 4.595636, 2.247097], [-7.180849, -1.133620, 0.456549], [-2.528181, 1.954911, -1.773663], [3.434044, -3.421436, 1.826716], [-3.012222, 2.290638, -4.135238], [2.348054, 3.816414, -0.589617], [2.015372, -0.586670, 0.029600], [-0.542907, 0.373722, 2.377589], [-2.019209, 6.741052, 0.850239], [-1.315271, 5.492095, 3.566567], [4.183970, 5.314511, -1.075137], [-2.275898, -5.346092, -3.508513], [1.113657, 2.230367, 4.190877], [1.430836, 3.233574, -0.365114], [-7.910898, -1.061025, -0.347562], [3.336401, 6.705708, -1.737066], [-2.225690, 1.928458, -4.771282], [-3.961065, 2.307595, -4.708098], [6.385014, -5.465520, -1.382319], [-2.615693, -3.692335, -3.214726], [-4.653627, 10.794927, 6.362758], [-0.258524, -5.215575, 3.763065], [-1.768018, -0.898079, -6.343356], [-0.373722, -6.427597, -2.669690], [-3.333638, -0.437485, -2.230401], [-3.339386, -3.004400, 5.283382], [1.043680, -2.145035, -4.555683], [3.037146, 3.832800, -4.817060], [-0.259954, -0.412254, -5.418597], [-2.783469, 10.521880, -10.811671], [-2.257999, 3.038970, -1.858870], [-3.281966, -4.715523, 1.679376], [1.564545, 0.663823, 4.907704], [-0.951873, -6.399236, 2.559505], [-2.843752, 3.340849, -3.804248], [-5.368743, -2.771185, 0.504680], [-10.089195, 10.172399, -1.430495], [4.800238, -1.483423, 2.575599], [3.713898, 5.353270, -2.786250], [-1.063967, -2.571786, 7.565908], [3.166478, -3.285505, 2.891191], [-3.616063, 0.176878, 7.821244], [-2.093039, -5.315673, 0.508160], [0.702530, -3.658581, -1.435881], [2.612845, 0.886512, 6.647759], [-3.840585, 6.485519, 0.943248], [0.365140, -3.348755, 2.719516], [-3.802636, 3.682601, 2.781298], [6.486619, -2.024825, 2.168983], [0.111220, 4.864234, -1.241016], [5.471131, -1.400867, 0.923740], [4.224090, 2.943790, 3.597222], [2.329200, 1.445460, -2.110728], [-2.245605, 0.968595, 8.540575], [-2.001973, -5.607184, 3.739535], [-3.153854, -4.742847, -2.047870], [0.870530, 10.508938, -3.689280], [-2.487010, -3.572838, 0.621441], [6.037163, -1.995222, -1.106893], [-7.464614, -0.461723, 1.259031], [3.107196, -4.408646, 1.541102], [4.839166, -5.492929, -2.386324], [-3.032400, 7.395254, 2.171840], [0.835544, 6.466074, -1.802953], [-1.533280, -0.034654, 5.247808], [-0.731906, 5.001615, 2.013985], [3.515324, 3.325070, -3.168880], [4.426446, 3.604082, 5.288511], [0.415170, 3.414452, -5.055090], [-4.584712, 0.619080, -0.634162], [-6.332577, 1.148365, -0.605503], [0.675417, 5.052208, -2.839942], [0.503234, -5.795663, -1.272846], [-6.156641, -0.275477, 4.821424], [0.082608, 1.671587, -4.637033], [1.481373, -3.174955, -6.015860], [3.944038, 2.351049, -4.511322], [4.990533, -5.262980, 0.975755], [1.237264, 2.187484, -5.920548], [6.604061, -2.116555, -2.665241], [-1.114031, -6.506925, -1.030726], [2.270973, 1.211677, 3.352754], [4.923846, -0.725786, -4.041813], [4.051233, -2.285206, -1.284957], [8.813645, 6.191032, 7.472864], [6.441483, -5.113512, -3.096374], [-2.392595, -2.787723, -6.518456], [-1.020651, -1.514975, 8.988983], [0.439477, -3.790538, -4.694116], [-2.528491, 1.168002, 6.840499], [2.848891, -2.748768, 1.179617], [7.355987, -3.098281, -1.312814], [3.001951, 3.943240, 4.373984], [-0.216035, -0.683487, -7.151194], [-1.705608, 3.825098, 2.980336], [-2.596177, -2.060995, 8.489980], [-2.212619, -0.291930, -3.633934], [-3.946655, -0.301731, -3.758703], [-7.238828, -2.096057, 0.995201], [-5.649939, 0.141792, -1.921633]],
  "atomic_forces_ev_per_a": [[-0.28, -0.43, -0.40], [-0.49, -0.15, 0.32], [0.12, -0.52, 0.48], [-0.69, -0.34, 0.45], [-0.47, 0.00, -0.18], [0.46, -0.49, 0.41], [0.69, -0.48, 1.11], [-0.66, -0.58, 1.34], [0.61, 0.56, -0.31], [-0.61, -0.35, 0.46], [1.70, 0.77, 1.33], [0.36, -0.78, -0.21], [1.03, -1.04, -1.54], [0.36, 1.22, -0.82], [-0.26, -0.81, 0.47], [1.19, -1.03, 1.75], [-0.45, -0.06, 0.36], [0.61, 1.22, -0.24], [-1.56, -1.42, -0.02], [3.01, 1.19, -1.66], [-0.01, -0.67, 0.52], [-2.25, 0.17, 0.91], [-1.47, -0.18, 1.38], [1.11, -0.34, 0.65], [-1.66, -1.35, -1.05], [0.83, -0.35, -1.14], [-0.32, 0.00, -0.17], [-0.39, 0.37, -1.03], [0.38, 0.62, -0.33], [-1.67, -0.03, 0.27], [-2.01, -0.90, -1.49], [1.05, 0.25, -0.19], [-0.14, -0.72, 0.37], [2.30, 0.88, -1.26], [-0.19, 0.04, -0.80], [-0.68, -0.96, -1.13], [0.73, -0.30, 0.63], [-1.91, -0.44, -0.75], [-0.90, 1.20, 1.83], [-0.44, -0.54, 0.17], [0.82, -1.03, -0.12], [-0.28, 0.25, 0.84], [-0.94, 0.25, 0.72], [1.11, 0.94, 0.17], [2.18, -0.61, -1.26], [1.59, 1.21, 1.21], [-1.15, -0.02, 0.24], [0.21, 0.05, -0.09], [0.97, 0.41, -1.18], [0.64, -1.52, -0.29], [-0.93, 0.03, 1.68], [0.75, -0.87, 0.46], [0.41, 1.11, 1.95], [-0.54, 0.61, 1.13], [1.05, 2.19, -0.46], [1.92, 1.03, -1.29], [-1.88, -0.83, 1.25], [-0.98, 1.45, -1.67], [0.42, -0.09, -0.30], [-0.91, 1.65, 0.19], [-0.04, 0.50, -1.03], [0.35, 0.03, -0.25], [-0.14, -0.07, -0.09], [-0.25, 0.32, -0.23], [-0.54, -0.08, -0.08], [-0.02, -0.04, -0.31], [0.07, 0.47, 0.99], [0.48, -0.01, 0.46], [-0.13, 0.49, 0.07], [-0.31, -0.23, 0.11], [-0.41, -0.38, 0.02], [0.50, -0.02, -0.36], [0.43, -0.23, 0.38], [-0.50, 0.11, -0.18], [1.02, 0.68, 0.19], [-0.02, -0.02, -0.05], [-0.04, -0.16, -0.11], [-0.76, 0.45, 0.23], [-0.08, -0.50, -0.09], [0.63, -0.32, 0.65], [-0.40, 0.39, -0.11], [0.36, -0.20, -0.17], [-0.21, 0.37, 0.03], [-0.60, -0.05, 0.11], [0.04, -0.01, 0.08], [-0.12, -0.55, 0.00], [-0.59, -0.21, 0.43], [-0.29, -0.38, -0.03], [0.21, 0.56, 0.29], [0.15, -0.62, -0.56], [0.18, -0.18, 0.27], [0.04, 0.00, 0.04], [-0.03, 0.26, 0.33], [0.19, -0.23, -0.66], [-0.38, -0.30, -0.04], [0.33, 0.23, -0.42], [0.09, -0.12, -0.29], [-0.37, 0.40, 0.14], [-0.17, -0.20, -0.21], [0.00, -0.42, 0.50], [0.29, 0.67, -0.67], [0.81, 0.31, 0.37], [-0.38, -0.86, 0.58], [-0.51, -0.29, 0.22], [0.04, 0.46, 0.26], [-0.20, 0.44, 0.11], [0.73, -0.10, -0.85], [-0.20, 0.31, -0.13], [0.49, -0.40, -0.18], [0.49, 0.45, -0.41], [-0.05, -0.55, 0.59], [-0.03, -0.05, -0.05], [0.03, 0.36, -0.24], [0.11, 0.87, 0.78], [0.04, 0.70, -0.06], [0.03, -0.50, -0.10], [0.07, -0.81, -0.05], [0.32, -0.32, 0.47], [-0.23, -0.42, 0.28], [0.02, 0.27, -0.47], [-0.03, -0.29, -0.08], [0.02, 0.44, 0.50], [0.18, -0.44, -0.49], [-0.27, -0.17, 0.34], [-0.75, 0.03, 0.12], [0.39, -0.69, 0.13], [0.12, 0.02, -0.62], [-0.12, -0.34, 0.04], [0.44, -0.39, 0.04], [-0.53, 0.01, -0.41], [-0.27, 0.25, 0.61], [-0.69, 0.11, -0.05], [0.73, 0.81, -0.23], [0.20, -0.48, -0.50], [0.78, 0.34, -1.23], [-0.48, -0.35, 0.26], [-0.13, -0.17, 0.31], [-0.29, 0.09, 0.32], [0.13, 0.05, 0.09], [-0.03, 0.00, -0.02], [-0.15, -0.01, -0.25], [-0.84, 0.69, -0.33], [-0.35, -0.09, -0.91], [0.03, -0.39, 0.08], [-0.30, 1.10, -0.90], [0.08, 0.14, 0.31], [0.25, -0.06, -0.23], [-0.20, 0.32, -0.40], [-0.48, -0.62, 0.93], [0.43, 0.50, 0.01], [0.10, -0.36, -0.49], [0.67, -0.11, 0.04], [-0.23, 0.54, -0.52], [-0.01, 0.05, -0.72], [-0.38, -0.26, 0.13]],
  "lowdin_charge": [1.115, 0.014, 0.001, -0.025, -0.127, 0.016, -0.224, -0.102, -0.003, 0.035, 0.063, -0.135, -0.056, -0.152, -0.177, -0.155, -0.143, -0.196, -0.183, -0.179, -0.188, -0.190, -0.222, -0.177, -0.138, -0.035, -0.055, -0.068, -0.029, -0.320, -0.372, -0.335, -0.058, -0.075, -0.113, -0.036, 0.000, -0.226, -0.412, -0.040, -0.010, -0.097, -0.332, -0.028, -0.341, -0.368, -0.043, -0.048, -0.331, -0.036, -0.020, -0.089, -0.067, -0.024, -0.003, -0.300, -0.101, -0.315, -0.075, -0.057, -0.362, 0.084, 0.170, 0.088, 0.097, 0.090, 0.099, 0.079, 0.131, 0.098, 0.099, 0.069, 0.106, 0.087, 0.077, -0.137, 0.093, 0.065, 0.094, 0.042, 0.012, 0.087, 0.092, 0.069, -0.116, 0.145, 0.090, 0.067, 0.101, 0.102, 0.131, -0.128, 0.079, 0.060, 0.067, 0.098, 0.087, 0.086, 0.128, 0.129, 0.082, 0.136, 0.119, 0.103, 0.080, 0.072, 0.075, 0.125, 0.094, 0.094, 0.079, -0.167, 0.057, 0.048, 0.087, 0.075, 0.078, 0.102, 0.099, 0.095, 0.078, 0.053, 0.096, 0.096, 0.064, 0.106, 0.069, 0.094, -0.091, 0.039, 0.107, 0.087, 0.155, 0.090, 0.026, 0.069, 0.083, -0.144, 0.086, -0.148, 0.092, 0.121, 0.105, 0.070, 0.061, 0.025, 0.091, 0.083, 0.112, 0.081, 0.086, 0.078, 0.097, 0.096, 0.082]
}